(1)
Here is a cluster of 2 separate species, C6H16NO2 in total at a distorted geometry from the Open Molecules 2025 dataset. Energies are from ωB97M-V/def2-TZVPD.

Output
- gap between HOMO and LUMO (eV) = 10.08
- LUMO energy (eV) = -3.15
- total charge = +1
- energy relative to the best compared isomer or geometry (same formula, charge and spin) (kcal per mole) = 33.87

Structure (XYZ):
```
25
Properties=species:S:1:pos:R:3:forces:R:3:lowdin_charge:R:1
O 1.596 -0.652 2.429 0.8 1.7 -0.7 -0.046
O -1.221 0.424 1.721 -0.7 -0.1 0.0 0.007
N 2.566 -1.049 -0.169 -2.1 -1.1 1.9 0.148
C -2.076 0.649 0.881 1.8 0.6 -0.2 -0.252
C -0.478 1.132 -1.477 2.1 0.8 -1.0 -0.227
C -1.568 0.157 -1.621 -2.5 -2.4 -1.4 -0.211
C 1.562 -0.600 -1.219 -0.5 1.1 -1.7 -0.150
C -2.266 -0.265 -0.282 -0.3 -1.3 0.8 -0.150
C 0.800 0.611 -0.700 -1.7 1.8 2.2 -0.200
H -2.397 0.458 -2.439 2.0 -0.4 2.0 0.165
H 2.233 -0.748 0.885 -0.5 -1.3 -1.6 0.146
H 1.386 1.543 -0.709 0.6 -0.6 0.0 0.119
H 2.035 -0.240 -2.212 -0.1 -1.1 1.7 0.162
H 2.717 -2.097 -0.182 0.1 1.7 0.0 0.191
H 0.858 -1.422 -1.505 0.9 0.4 0.7 0.129
H -1.166 -0.864 -1.979 -0.5 1.7 0.0 0.119
H 1.034 -1.370 2.722 -0.7 0.4 0.3 0.078
H 3.410 -0.538 -0.118 1.6 0.4 -1.0 0.134
H -0.114 1.453 -2.486 -0.3 -0.3 0.5 0.127
H -3.340 -0.434 -0.444 0.3 0.0 -0.1 0.121
H 1.214 0.265 2.549 -0.1 -1.9 0.2 0.102
H 0.467 0.528 0.414 0.7 -0.4 -2.0 0.099
H -2.502 1.645 0.871 -0.8 0.4 0.1 0.130
H -1.845 -1.218 0.160 -0.4 0.7 -1.0 0.132
H -0.802 2.096 -1.032 0.2 -0.7 0.1 0.128
```
Positions in Å, forces in eV/Å.

(2)
Here is a structure of composition C24H30ClGaN3O6 from the Open Molecules 2025 dataset. Energies are from ωB97M-V/def2-TZVPD.

Output
- gap between HOMO and LUMO (eV) = 7.81
- LUMO energy (eV) = -3.11
- total charge = +1

Structure (XYZ):
```
65
Properties=species:S:1:pos:R:3:forces:R:3:lowdin_charge:R:1
Ga -2.095 1.113 -1.064 -0.1 -0.2 -0.2 0.548
Cl -0.531 -6.683 0.085 0.0 0.0 0.0 0.684
O -3.639 1.916 -2.010 0.1 0.3 0.2 -0.077
O -1.217 0.479 -2.517 0.0 -0.1 0.0 -0.003
O -1.492 -1.265 -3.891 0.0 0.0 -0.1 0.181
O -2.987 -0.217 -0.208 0.1 -0.1 -0.1 -0.013
O -3.819 -2.193 -0.845 0.0 -0.1 0.0 0.174
O 2.946 0.186 4.000 0.0 0.1 -0.1 -0.010
N 0.690 3.034 1.225 0.0 0.0 0.1 0.165
N 0.596 1.787 1.751 0.1 0.0 0.0 -0.039
N -0.894 1.879 0.198 0.0 0.0 0.1 0.069
C -0.070 -2.725 0.198 0.0 0.0 0.0 -0.028
C -4.927 2.055 -3.951 0.0 0.0 0.0 -0.068
C -4.370 -0.290 -2.202 0.0 0.0 -0.1 -0.072
C 4.282 2.354 2.631 -0.1 0.0 0.0 -0.038
C 1.537 -4.973 0.394 0.0 0.0 0.0 -0.089
C -1.957 -0.337 -3.308 0.0 0.1 0.1 -0.501
C 1.437 1.386 2.885 0.0 0.0 0.0 -0.012
C -3.697 -1.024 -1.035 0.1 0.1 0.1 -0.498
C 2.088 -3.707 0.491 0.0 0.0 0.0 -0.030
C 1.922 -1.206 0.575 0.0 -0.1 0.0 -0.150
C 1.295 -2.566 0.398 0.0 0.0 0.0 -0.230
C 2.622 0.426 2.623 0.0 0.0 0.0 -0.427
C -0.348 1.101 1.150 -0.1 0.1 0.0 -0.058
C -3.433 0.076 -3.429 0.0 0.0 0.0 -0.072
C 3.849 1.072 1.902 0.0 0.0 0.0 -0.503
C 3.595 1.446 0.435 0.0 0.0 0.0 -0.031
C 0.170 -5.101 0.203 0.0 0.0 0.0 -0.663
C -4.862 1.095 -1.763 -0.1 -0.1 0.0 -0.187
C 5.016 0.076 1.934 0.0 0.0 0.0 -0.028
C -0.641 -3.985 0.102 0.0 0.0 0.0 -0.085
C -5.840 1.698 -2.754 0.0 0.0 0.0 -0.068
C -3.562 1.604 -3.469 0.0 0.0 -0.1 -0.187
C 2.148 -0.936 2.071 0.0 0.0 0.0 -0.094
C -0.211 3.064 0.294 0.0 0.0 -0.1 -0.108
H 5.864 0.500 1.396 0.0 0.0 0.0 0.097
H 1.300 -0.445 0.095 0.0 0.0 0.0 0.097
H 3.158 -3.607 0.634 0.0 0.0 0.0 0.120
H -6.621 0.984 -3.005 0.0 0.0 0.0 0.135
H 4.498 1.921 0.048 0.0 0.0 0.0 0.098
H 5.286 2.631 2.309 0.0 0.0 0.0 0.094
H 1.794 2.307 3.333 0.0 0.0 0.0 0.135
H 4.300 2.225 3.711 0.0 0.0 0.0 0.092
H 2.797 2.176 0.324 -0.1 0.0 0.0 0.063
H -5.131 1.179 -0.715 0.0 0.0 0.0 0.173
H 5.365 -0.126 2.949 0.0 0.0 0.0 0.093
H 3.703 -0.407 4.044 0.0 0.0 0.0 0.100
H 4.769 -0.873 1.458 0.0 0.0 0.0 0.084
H -2.708 2.126 -3.891 0.0 0.0 0.0 0.172
H -6.311 2.585 -2.336 0.0 0.0 0.0 0.129
H -1.704 -4.098 -0.054 -0.1 0.0 0.0 0.104
H 0.782 0.890 3.599 0.0 0.0 0.0 0.149
H 2.881 -1.671 2.414 0.0 0.0 0.0 0.124
H 3.385 0.593 -0.205 0.0 0.1 0.0 0.066
H 3.628 3.194 2.389 0.0 0.0 0.0 0.082
H 2.876 -1.191 0.045 -0.1 -0.1 0.0 0.104
H -3.813 -0.384 -4.338 0.0 0.0 0.0 0.170
H 1.235 -1.195 2.619 0.0 0.0 0.0 0.131
H -0.717 -1.858 0.099 0.0 0.0 0.0 0.089
H -0.404 3.923 -0.326 0.0 0.0 0.0 0.143
H -0.647 0.093 1.394 0.0 0.0 0.0 0.158
H -5.199 1.537 -4.869 0.0 0.0 0.0 0.135
H -4.933 3.124 -4.150 0.0 0.0 0.0 0.129
H 2.157 -5.855 0.461 0.0 0.0 0.0 0.110
H -5.191 -0.921 -2.536 0.0 0.0 0.0 0.171
```
Positions in Å, forces in eV/Å.

(3)
Here is the ion C5H9N2 with charge +1 at a distorted geometry from the Open Molecules 2025 dataset. Energies are from ωB97M-V/def2-TZVPD.

Output
- gap between HOMO and LUMO (eV) = 11.14
- LUMO energy (eV) = -3.35
- total charge = +1
- energy relative to the best compared isomer or geometry (same formula, charge and spin) (kcal per mole) = 137.74

Structure (XYZ):
```
16
Properties=species:S:1:pos:R:3:forces:R:3:lowdin_charge:R:1
N 0.928 -0.218 -0.485 0.7 1.1 -1.8 -0.003
N -1.232 -0.180 0.635 1.4 -0.3 -0.1 -0.001
C 1.367 -1.192 0.586 -4.2 1.2 0.0 0.156
C -1.554 -1.074 -0.446 0.3 -0.4 -2.8 0.012
C -0.213 -0.957 0.077 4.1 -2.7 1.2 -0.296
C -0.785 1.180 0.474 -1.3 2.0 -2.7 -0.110
C 0.631 1.224 -0.226 -0.4 0.2 2.9 -0.049
H 1.412 -0.341 -1.427 -1.3 -0.4 1.3 0.233
H 1.373 1.611 0.444 0.6 0.2 0.3 0.124
H -2.155 -1.922 -0.114 -0.1 0.3 -0.7 0.135
H -1.040 1.513 1.457 1.1 1.5 0.5 0.123
H 2.094 -1.941 0.367 -0.1 -0.6 -0.8 0.113
H -1.328 1.817 -0.328 -0.4 -1.2 1.8 0.154
H 1.464 -0.759 1.561 0.2 0.5 0.2 0.117
H 0.533 1.916 -1.044 0.5 -0.6 -0.9 0.125
H -1.495 -0.676 -1.530 -1.1 -0.8 1.7 0.169
```
Positions in Å, forces in eV/Å.

(4)
Here is an isolated molecule of C4H9NO from the Open Molecules 2025 dataset. Energies are from ωB97M-V/def2-TZVPD.

Output
- gap between HOMO and LUMO (eV) = 10.87
- LUMO energy (eV) = 1.02
- energy relative to the best compared isomer or geometry (same formula, charge and spin) (kcal per mole) = 44.62

Structure (XYZ):
```
15
Properties=species:S:1:pos:R:3:forces:R:3:lowdin_charge:R:1
O -1.022 1.310 0.734 -0.2 -0.1 0.0 -0.044
N -1.321 -1.127 -0.293 -0.2 -0.1 -0.2 0.007
C 1.082 1.664 -0.352 0.0 0.0 0.0 -0.058
C 0.227 0.713 0.473 0.3 -0.1 0.0 -0.425
C -0.331 -1.855 0.495 0.1 -0.2 0.2 -0.127
C 0.055 -0.634 -0.244 0.2 0.1 0.0 -0.266
H -1.530 -1.595 -1.169 0.0 0.1 0.1 0.103
H 0.662 -0.772 -1.139 -0.1 0.0 0.1 0.140
H 1.158 2.631 0.153 0.0 -0.1 -0.1 0.080
H -0.474 -1.795 1.572 0.0 0.0 -0.2 0.110
H 2.093 1.262 -0.489 -0.1 0.0 0.0 0.080
H 0.737 0.527 1.432 -0.1 0.0 -0.1 0.138
H 0.013 -2.821 0.130 0.0 0.2 0.0 0.105
H 0.629 1.827 -1.336 0.0 0.0 0.1 0.085
H -1.691 0.647 0.484 0.1 0.1 0.1 0.071
```
Positions in Å, forces in eV/Å.

(5)
Here is a structure of composition C4H4AlO3 at a distorted geometry from the Open Molecules 2025 dataset. Energies are from ωB97M-V/def2-TZVPD.

Output
- gap between HOMO and LUMO (alpha / beta) (eV) = 5.84 / 7.35
- LUMO energy (alpha / beta) (eV) = -13.32 / -13.33
- total charge = +2
- energy relative to the best compared isomer or geometry (same formula, charge and spin) (kcal per mole) = 0.00
- expectation value of S² = 0.751
- multiplicity = 2

Structure (XYZ):
```
12
Properties=species:S:1:pos:R:3:forces:R:3:mulliken_spin:R:1
Al 1.403 1.884 1.110 3.2 2.0 0.8 0.692
O 2.070 0.226 1.585 -0.3 2.3 0.2 0.086
O 0.478 -1.388 1.531 0.1 2.6 -0.1 -0.001
O 0.140 0.754 0.804 -3.7 0.1 -2.5 0.155
C -0.108 -0.751 -1.928 -3.8 1.6 0.4 0.003
C -1.146 0.445 0.188 -2.3 0.9 1.6 0.021
C 0.904 -0.269 1.431 0.8 -7.0 0.6 0.046
C -0.972 -0.169 -1.134 6.0 -2.0 -0.8 -0.005
H -1.701 1.389 0.120 0.0 -0.2 0.1 0.001
H -0.367 -1.054 -2.946 0.1 -0.1 -0.3 0.000
H -1.652 -0.229 0.889 0.0 0.0 -0.2 0.001
H 0.952 -0.837 -1.650 -0.1 -0.3 0.4 0.001
```
Positions in Å, forces in eV/Å.

(6)
Here is an isolated molecule of C6H5NO2S at a distorted geometry from the Open Molecules 2025 dataset. Energies are from ωB97M-V/def2-TZVPD.

Output
- gap between HOMO and LUMO (alpha / beta) (eV) = 7.20 / 7.20
- LUMO energy (alpha / beta) (eV) = -0.28 / -0.28
- energy relative to the best compared isomer or geometry (same formula, charge and spin) (kcal per mole) = 68.81

Structure (XYZ):
```
15
Properties=species:S:1:pos:R:3:forces:R:3:lowdin_charge:R:1
S -1.753 -1.713 0.026 0.7 0.4 0.0 1.108
O 0.617 2.064 0.001 -0.4 -0.3 0.0 -0.012
O -2.834 1.247 -0.037 -1.4 0.1 0.0 -0.113
N -1.574 1.080 0.003 1.1 0.8 0.1 -0.311
C -0.725 2.078 -0.010 -0.1 0.0 -0.1 -0.060
C 0.665 -0.383 -0.016 -7.3 1.1 0.3 -0.098
C 0.877 -1.729 -0.045 0.1 -0.2 0.0 -0.182
C 1.426 0.879 0.044 1.0 -0.2 0.1 -0.137
C -0.255 -2.531 -0.027 -0.4 0.2 0.0 -0.421
C -1.063 -0.194 0.054 7.2 -1.6 -0.3 -0.372
H 2.017 0.933 0.975 -0.1 0.1 -0.3 0.134
H 1.863 -2.163 -0.083 0.1 -0.1 0.0 0.114
H -1.131 3.075 -0.069 -0.2 -0.1 0.0 0.159
H -0.257 -3.604 -0.016 -0.1 -0.2 0.0 0.057
H 2.127 0.960 -0.800 -0.1 0.0 0.2 0.134
```
Positions in Å, forces in eV/Å.

Values for calculated total energy, Ha, ordered as above
-443.159353; -3933.107157; -305.010534; -287.761345; -622.103500; -834.880785